Entry 1:
{"formula": "C29H40NO2SSeSr", "method": "ωB97M-V/def2-TZVPD", "gap_ev": 6.65, "charge": -1, "homo_energy_ev": -4.55, "total_energy_ev": -113329.975, "lumo_ha": 0.0773, "largest_force_ev_per_a": 2.66, "elements": ["Sr", "C", "C", "C", "C", "C", "C", "C", "Se", "C", "C", "C", "C", "C", "C", "O", "C", "C", "C", "C", "C", "C", "C", "C", "C", "O", "C", "C", "C", "C", "C", "C", "H", "H", "H", "H", "H", "H", "H", "H", "H", "H", "H", "H", "H", "H", "H", "H", "H", "H", "H", "H", "H", "H", "H", "H", "H", "H", "H", "H", "H", "H", "H", "H", "H", "H", "H", "H", "H", "H", "H", "H", "S", "C", "N"], "positions_angstrom": [[-0.086, 1.883, -0.706], [-2.275, 2.905, 6.007], [-3.178, 3.459, 4.905], [-2.966, 4.979, 4.823], [-4.636, 3.178, 5.293], [-2.858, 2.826, 3.548], [-1.808, 1.947, 3.353], [-1.536, 1.441, 2.087], [-0.012, 0.290, 1.806], [1.445, 1.535, 2.042], [1.695, 2.094, 3.296], [2.687, 3.039, 3.462], [3.456, 3.356, 2.332], [3.272, 2.802, 1.077], [2.213, 1.856, 0.901], [1.928, 1.324, -0.279], [4.169, 3.202, -0.107], [3.341, 3.817, -1.252], [5.221, 4.242, 0.297], [4.922, 1.961, -0.620], [2.947, 3.757, 4.790], [2.024, 3.242, 5.895], [4.398, 3.543, 5.239], [2.693, 5.263, 4.615], [-2.327, 1.743, 0.947], [-2.035, 1.190, -0.219], [-3.385, 2.682, 1.137], [-3.610, 3.160, 2.420], [-4.297, 3.249, 0.023], [-3.948, 2.799, -1.402], [-5.747, 2.810, 0.299], [-4.222, 4.789, 0.026], [-2.551, 3.353, 6.967], [-2.371, 1.817, 6.099], [-1.222, 3.139, 5.819], [-3.168, 5.452, 5.794], [-1.936, 5.204, 4.529], [-3.627, 5.435, 4.078], [-4.863, 3.617, 6.273], [-5.334, 3.599, 4.564], [-4.816, 2.099, 5.345], [-1.177, 1.643, 4.177], [1.079, 1.785, 4.129], [4.232, 4.102, 2.451], [2.759, 4.679, -0.911], [4.013, 4.152, -2.053], [2.661, 3.081, -1.675], [4.759, 5.170, 0.650], [5.891, 3.865, 1.078], [5.833, 4.486, -0.579], [4.223, 1.176, -0.909], [5.538, 2.228, -1.490], [5.584, 1.569, 0.161], [2.156, 2.167, 6.063], [2.249, 3.762, 6.832], [0.972, 3.424, 5.652], [4.609, 2.476, 5.362], [5.107, 3.942, 4.507], [4.582, 4.047, 6.197], [1.668, 5.439, 4.273], [2.846, 5.795, 5.564], [3.367, 5.697, 3.869], [-4.421, 3.870, 2.553], [-3.956, 1.716, -1.515], [-4.684, 3.240, -2.083], [-2.965, 3.166, -1.704], [-5.827, 1.718, 0.283], [-6.094, 3.158, 1.276], [-6.420, 3.218, -0.467], [-3.188, 5.123, -0.100], [-4.826, 5.194, -0.797], [-4.600, 5.221, 0.959], [-0.149, 4.393, 0.684], [0.043, 5.590, -0.487], [0.174, 6.374, -1.343]], "forces_ev_per_a": [[0.04, 1.69, -1.86], [0.04, -0.01, 0.08], [0.03, -0.02, -0.08], [0.04, 0.07, -0.01], [-0.10, -0.05, 0.02], [-0.05, 0.02, 0.01], [0.06, -0.01, -0.11], [-0.04, 0.04, -0.18], [0.06, -0.45, 0.69], [0.04, 0.01, -0.09], [-0.09, 0.00, -0.14], [0.08, 0.04, -0.03], [-0.02, 0.07, -0.04], [0.04, 0.00, 0.05], [0.30, -0.26, -0.18], [2.44, -0.40, 0.94], [-0.04, -0.06, 0.02], [0.08, 0.07, 0.00], [0.03, 0.06, 0.00], [0.00, -0.01, -0.03], [-0.02, -0.02, -0.08], [-0.06, -0.02, 0.08], [0.10, -0.04, 0.02], [-0.04, 0.06, -0.01], [-0.30, -0.28, -0.14], [-2.41, -0.46, 1.03], [-0.05, 0.04, 0.03], [-0.02, 0.08, -0.02], [0.05, -0.09, 0.02], [-0.04, 0.01, -0.02], [-0.05, -0.03, -0.01], [-0.01, 0.00, 0.04], [0.03, -0.03, -0.06], [-0.01, 0.12, 0.00], [-0.14, -0.02, 0.02], [0.02, -0.07, -0.13], [-0.08, -0.01, 0.03], [0.07, -0.06, 0.08], [0.02, -0.04, -0.12], [0.07, -0.04, 0.07], [0.00, 0.09, 0.01], [0.00, 0.00, -0.05], [0.00, 0.00, -0.05], [-0.03, -0.06, 0.01], [0.04, -0.08, 0.00], [-0.06, -0.02, 0.11], [0.00, -0.01, 0.03], [0.05, -0.09, -0.05], [-0.08, 0.03, -0.08], [-0.06, -0.03, 0.09], [0.02, 0.06, 0.02], [-0.08, -0.03, 0.11], [-0.06, 0.04, -0.07], [0.00, 0.12, -0.01], [-0.03, -0.04, -0.07], [0.14, -0.01, 0.02], [-0.01, 0.09, 0.00], [-0.07, -0.04, 0.06], [-0.02, -0.05, -0.12], [0.09, -0.01, 0.03], [-0.02, -0.09, -0.14], [-0.07, -0.06, 0.08], [0.05, -0.04, -0.01], [-0.01, 0.07, 0.03], [0.02, -0.02, 0.01], [0.00, -0.01, 0.03], [0.01, 0.12, -0.01], [0.04, -0.03, -0.09], [0.09, -0.05, 0.10], [-0.07, -0.04, 0.00], [0.08, -0.07, 0.12], [0.03, -0.05, -0.10], [-0.03, 0.81, 0.04], [0.04, 0.05, -0.58], [-0.07, -0.43, 0.62]], "mulliken_charge": [1.53, -1.70, 2.07, -1.58, -1.82, -0.58, 0.00, 0.18, 0.39, 0.17, -0.37, -0.62, 0.20, -0.52, 1.07, -1.57, 2.05, -1.50, -2.16, -1.81, 2.29, -2.01, -1.81, -1.62, 0.76, -1.42, -0.31, -0.20, 1.94, -1.79, -1.70, -1.60, 0.49, 0.38, -0.04, 0.48, 0.26, 0.29, 0.46, 0.31, 0.37, 0.45, 0.30, 0.25, 0.26, 0.50, 0.18, 0.38, 0.38, 0.45, 0.34, 0.45, 0.35, 0.38, 0.48, 0.05, 0.36, 0.31, 0.46, 0.30, 0.47, 0.31, 0.16, 0.33, 0.51, 0.17, 0.36, 0.27, 0.45, 0.24, 0.48, 0.29, 0.04, 0.05, -0.73]}

***

Entry 2:
{"formula": "C4H5N3", "method": "ωB97M-V/def2-TZVPD", "gap_ev": 9.17, "smiles": "C1=NN=C[C@H]2N[C@H]12", "charge": 0, "homo_energy_ev": -9.14, "total_energy_ev": -8691.885, "lumo_ha": 0.0013, "largest_force_ev_per_a": 7.45, "e_above_lowest_ev": 7.927, "elements": ["C", "N", "N", "C", "C", "N", "C", "H", "H", "H", "H", "H"], "positions_angstrom": [[1.268, -0.963, 0.023], [1.760, 0.071, -0.724], [0.776, 0.810, -1.471], [-0.386, 1.227, -0.884], [-0.526, 0.743, 0.501], [-0.963, -0.585, 1.423], [-0.205, -0.811, 0.381], [1.861, -1.826, 0.287], [-0.925, 2.039, -1.629], [-0.125, 1.506, 1.250], [-1.870, -1.131, 1.489], [-0.665, -1.080, -0.645]], "forces_ev_per_a": [[-0.19, 3.52, -0.48], [-2.19, -3.82, 0.31], [-2.03, 1.61, 2.77], [1.87, 0.01, -3.92], [-0.41, -1.08, 2.27], [-3.30, 0.91, 2.64], [4.00, 1.21, -6.17], [0.64, 0.34, 0.28], [0.90, -2.27, 2.38], [-0.07, -1.82, -0.85], [0.98, 1.43, -0.59], [-0.20, -0.03, 1.35]], "mulliken_charge": [-0.12, -0.32, -0.26, -0.22, -0.26, -0.50, 0.10, 0.39, 0.32, 0.31, 0.27, 0.31]}

***

Entry 3:
{"formula": "C6H18N3Si", "method": "ωB97M-V/def2-TZVPD", "gap_ev": [7.98, 7.83], "charge": 1, "homo_energy_ev": [-12.15, -11.07], "total_energy_ev": -18852.726, "lumo_ha": [-0.1534, -0.1192], "largest_force_ev_per_a": 1.30, "e_above_lowest_ev": 1.750, "elements": ["C", "C", "C", "C", "C", "C", "N", "N", "N", "Si", "H", "H", "H", "H", "H", "H", "H", "H", "H", "H", "H", "H", "H", "H", "H", "H", "H", "H"], "positions_angstrom": [[0.022, -0.736, -0.043], [2.233, -0.116, -0.853], [0.436, -0.530, -2.455], [-1.960, 0.391, -0.948], [-2.208, -1.555, 0.511], [1.380, 2.679, 1.209], [0.833, -0.427, -1.065], [-1.311, -0.648, -0.172], [0.554, -1.129, 1.135], [0.200, -0.556, 2.779], [2.865, -0.995, -1.001], [2.533, 0.640, -1.579], [2.390, 0.288, 0.144], [-0.441, -1.164, -2.557], [0.232, 0.448, -2.891], [1.254, -0.988, -3.012], [-2.373, 0.017, -1.887], [-2.781, 0.794, -0.354], [-1.262, 1.198, -1.151], [-2.890, -1.990, -0.224], [-1.645, -2.355, 0.981], [-2.808, -1.041, 1.263], [0.676, 3.247, 1.778], [2.393, 2.633, 1.546], [1.160, 2.449, 0.190], [1.486, -1.513, 1.033], [0.801, -1.554, 3.639], [-1.180, -0.134, 2.898]], "forces_ev_per_a": [[0.04, 0.17, -0.23], [0.40, 0.14, 0.09], [-0.20, -0.09, -0.38], [-0.12, 0.26, -0.27], [-0.30, -0.35, 0.20], [-0.03, -0.11, 0.20], [-0.38, -0.03, 0.53], [0.46, 0.04, 0.08], [0.03, -0.28, -0.30], [0.74, 0.98, -0.42], [0.00, -0.03, -0.01], [0.00, -0.01, 0.05], [0.01, 0.01, -0.03], [0.00, 0.02, 0.02], [-0.01, 0.00, 0.00], [-0.04, -0.01, 0.04], [0.03, -0.01, 0.02], [0.04, 0.00, 0.00], [0.02, 0.01, -0.04], [0.05, 0.00, 0.04], [-0.04, -0.02, 0.00], [0.04, 0.04, 0.02], [-0.28, 0.15, 0.21], [0.34, -0.08, 0.13], [-0.13, -0.13, -0.42], [-0.04, -0.04, 0.05], [-0.10, -0.42, 0.35], [-0.52, -0.22, 0.05]], "mulliken_charge": [0.60, -1.31, -1.21, -1.07, -1.21, -1.00, 0.17, 0.16, -0.18, 0.04, 0.36, 0.39, 0.49, 0.42, 0.36, 0.41, 0.35, 0.36, 0.33, 0.38, 0.39, 0.38, 0.37, 0.32, 0.33, 0.41, -0.02, -0.01]}

***

Entry 4:
{"formula": "C11H28BO3P", "method": "ωB97M-V/def2-TZVPD", "gap_ev": 9.01, "smiles": "CCCCO[PH2](CCCCOC)B(O)CC", "charge": 0, "homo_energy_ev": -8.58, "total_energy_ev": -27967.597, "lumo_ha": 0.0155, "largest_force_ev_per_a": 0.90, "e_above_lowest_ev": 0.000, "elements": ["C", "C", "C", "C", "O", "P", "C", "C", "C", "C", "O", "C", "B", "O", "C", "C", "H", "H", "H", "H", "H", "H", "H", "H", "H", "H", "H", "H", "H", "H", "H", "H", "H", "H", "H", "H", "H", "H", "H", "H", "H", "H", "H", "H"], "positions_angstrom": [[-5.162, 2.069, -1.757], [-3.822, 1.360, -2.011], [-2.851, 1.516, -0.846], [-1.714, 0.493, -0.862], [-1.939, -0.532, 0.084], [-0.597, -1.034, 1.098], [0.798, -1.541, 2.370], [1.553, -0.387, 3.052], [2.956, -0.087, 2.486], [3.215, 1.387, 2.126], [3.804, 1.540, 0.841], [2.847, 1.707, -0.173], [0.268, -2.066, -0.279], [0.059, -3.424, -0.206], [1.186, -1.484, -1.418], [1.013, -2.284, -2.723], [-5.021, 2.867, -1.029], [-5.902, 1.379, -1.359], [-5.546, 2.535, -2.661], [-3.997, 0.306, -2.222], [-3.372, 1.812, -2.895], [-3.360, 1.457, 0.114], [-2.410, 2.513, -0.917], [-1.674, 0.036, -1.858], [-0.747, 0.986, -0.696], [-1.572, -1.604, 1.919], [-0.274, 0.323, 1.313], [1.509, -2.225, 1.902], [0.305, -2.126, 3.146], [0.951, 0.525, 3.059], [1.673, -0.681, 4.094], [3.154, -0.681, 1.595], [3.703, -0.372, 3.224], [2.289, 1.967, 2.158], [3.925, 1.830, 2.820], [2.506, 2.745, -0.232], [1.970, 1.078, -0.003], [3.291, 1.420, -1.122], [0.898, -3.889, -0.284], [0.971, -0.438, -1.623], [2.232, -1.524, -1.097], [1.466, -3.269, -2.633], [1.465, -1.763, -3.563], [-0.044, -2.439, -2.931]], "forces_ev_per_a": [[0.34, 0.04, 0.05], [-0.39, 0.30, 0.12], [0.41, 0.11, -0.20], [-0.38, -0.33, -0.02], [0.09, 0.16, 0.01], [0.08, 0.07, 0.09], [-0.12, 0.27, 0.01], [0.26, -0.53, 0.10], [-0.19, 0.38, 0.01], [0.17, -0.03, -0.24], [0.14, -0.05, 0.07], [-0.12, -0.04, -0.02], [-0.17, -0.14, -0.16], [0.21, 0.23, 0.84], [-0.02, -0.03, -0.07], [0.00, 0.00, 0.33], [-0.07, 0.08, 0.06], [-0.12, 0.01, 0.04], [-0.18, -0.11, -0.08], [0.05, -0.09, -0.05], [0.15, -0.20, -0.13], [-0.06, -0.11, 0.07], [-0.10, 0.14, 0.12], [0.17, 0.05, -0.13], [0.07, 0.04, 0.16], [-0.09, -0.14, -0.08], [0.07, 0.11, -0.12], [0.15, -0.04, 0.00], [-0.13, -0.14, -0.06], [-0.12, 0.05, -0.05], [-0.04, 0.23, 0.16], [-0.04, -0.04, -0.12], [0.09, -0.21, -0.05], [-0.08, 0.06, 0.13], [-0.03, 0.09, 0.12], [-0.01, 0.08, 0.00], [-0.10, -0.14, -0.02], [0.09, 0.03, -0.08], [-0.12, -0.34, -0.58], [0.00, 0.17, 0.15], [0.10, 0.08, 0.03], [0.05, -0.09, -0.12], [0.06, -0.03, -0.10], [-0.06, 0.02, -0.15]], "mulliken_charge": [-1.27, -0.32, -1.10, 0.15, -0.58, 0.41, -1.25, -0.65, -0.47, -0.78, -0.45, -0.29, 0.52, -0.56, -0.15, -1.39, 0.35, 0.30, 0.35, 0.39, 0.29, 0.40, 0.34, 0.22, 0.08, -0.05, -0.06, 0.37, 0.52, 0.46, 0.37, 0.32, 0.41, 0.40, 0.36, 0.33, -0.15, 0.31, 0.31, 0.22, 0.28, 0.34, 0.38, 0.32]}

***

Entry 5:
{"formula": "C6H13NO", "method": "ωB97M-V/def2-TZVPD", "gap_ev": 9.62, "smiles": "CCCN[C@H](C)C=O", "charge": 0, "homo_energy_ev": -8.62, "total_energy_ev": -9968.492, "lumo_ha": 0.0367, "largest_force_ev_per_a": 4.18, "e_above_lowest_ev": 2.682, "elements": ["C", "C", "C", "N", "C", "C", "C", "O", "H", "H", "H", "H", "H", "H", "H", "H", "H", "H", "H", "H", "H"], "positions_angstrom": [[1.353, -0.891, 2.686], [0.158, -0.114, 2.112], [-0.301, -0.772, 0.751], [0.280, 0.011, -0.321], [-0.715, 0.393, -1.384], [-0.408, -0.057, -2.842], [-0.552, 1.958, -1.456], [-1.533, 2.506, -1.902], [1.108, -1.522, 3.559], [2.033, -0.119, 2.943], [1.805, -1.530, 1.949], [-0.729, -0.154, 2.731], [0.488, 0.941, 2.036], [-0.104, -1.828, 0.838], [-1.435, -0.744, 0.712], [1.132, -0.392, -0.685], [-1.774, 0.342, -0.954], [0.606, -0.026, -3.215], [-1.002, 0.523, -3.541], [-0.768, -1.051, -2.825], [0.357, 2.525, -1.192]], "forces_ev_per_a": [[-1.04, 0.00, 0.60], [-0.35, -1.11, -0.61], [-1.12, 1.88, 1.79], [-1.38, -1.09, -1.28], [2.54, 3.15, 1.06], [-1.37, -0.04, 1.08], [-2.20, -1.11, -0.96], [0.46, 1.11, 0.19], [0.13, 0.38, -0.31], [1.19, 0.18, 0.71], [0.28, -0.25, -0.41], [0.06, 0.09, 0.68], [-0.67, -0.56, -0.55], [0.58, -0.55, -0.48], [1.26, 0.29, -0.20], [-0.13, -0.13, -0.21], [1.48, -0.67, -1.18], [0.49, 0.13, 0.62], [-0.25, 0.03, 0.04], [-0.12, -1.36, -0.76], [0.16, -0.38, 0.19]], "mulliken_charge": [-1.12, -0.34, -0.82, -0.27, 0.34, -1.43, -0.14, -0.49, 0.27, 0.34, 0.33, 0.31, 0.25, 0.44, 0.34, 0.24, 0.21, 0.37, 0.42, 0.35, 0.40]}

***

Entry 6:
{"formula": "CH4N2O2", "method": "ωB97M-V/def2-TZVPD", "gap_ev": 10.47, "smiles": "NN(O)C=O", "charge": 0, "homo_energy_ev": -9.74, "total_energy_ev": -8174.155, "lumo_ha": 0.0267, "largest_force_ev_per_a": 4.42, "e_above_lowest_ev": 2.531, "elements": ["N", "N", "O", "C", "O", "H", "H", "H", "H"], "positions_angstrom": [[1.041, -0.470, 0.021], [-0.341, -0.034, -0.211], [-1.417, -0.783, 0.157], [-0.532, 1.226, -0.640], [0.384, 1.932, -0.912], [1.503, -0.717, -0.856], [1.446, 0.365, 0.200], [-1.351, -0.799, 1.110], [-1.644, 1.549, -0.535]], "forces_ev_per_a": [[-3.26, -2.88, -0.78], [2.03, -0.25, -0.92], [0.40, -0.52, -0.10], [-2.79, -0.20, 1.41], [1.32, 1.54, -0.92], [-0.72, -0.38, -0.20], [1.81, 3.42, 1.31], [-0.30, -0.23, 0.72], [1.51, -0.50, -0.52]], "mulliken_charge": [-0.62, 0.29, -0.44, 0.14, -0.57, 0.26, 0.27, 0.36, 0.30]}

***

Question: Number 1 is which compound?
Answer: C29H40NO2SSeSr